# 1
Density functional theory data (ωB97M-V/def2-TZVPD) for an isolated ion of composition C2H6N5 and charge +1 in a non-equilibrium geometry.

Calculated values
HOMO-LUMO gap, eV: 8.792
Net charge: +1
Energy above the lowest of the compared OMol25 structures with the same formula, charge and spin, eV: 5.5994
HOMO, eV: -12.82
Max |F|, hartree/bohr: 0.114

```
13
Properties=species:S:1:pos:R:3:forces:R:3:mulliken_charge:R:1
C -0.10083 -1.13874 -1.96085 2.54 5.12 -1.22 -0.041
C 0.14727 0.32349 0.24500 -1.01 -0.94 2.21 0.399
N 0.73185 -0.28558 -2.09381 -2.62 -2.11 -0.56 0.331
N 1.08717 0.86962 -0.39136 -0.23 1.00 1.43 -0.033
N 1.25977 0.81348 -1.71296 1.06 -0.12 -0.89 -0.809
N -1.10155 -0.18810 -0.08212 -1.03 1.34 -1.17 -0.593
N 0.32308 0.45961 1.78629 1.58 2.22 -2.10 -0.314
H -0.29793 -2.07514 -1.71401 -0.64 -4.07 0.42 0.374
H -1.65130 -0.91890 0.42989 0.96 1.31 -0.50 0.286
H -1.63516 0.54431 -0.63622 0.40 -1.84 0.93 0.295
H 0.70533 -0.38594 2.17703 -0.04 -0.42 0.55 0.338
H -0.58355 0.76196 2.17741 0.80 -0.09 0.29 0.358
H 1.11586 1.21993 1.77571 -1.79 -1.41 0.61 0.408
```
Positions in Å, forces in eV/Å.

=====

# 2
Density functional theory data (ωB97M-V/def2-TZVPD) for C15H36N4O2ReSi4 as an isolated structure.

Calculated values
HOMO-LUMO gap (alpha / beta), eV: 7.067 / 7.169
Net charge: +2
Energy above the lowest of the compared OMol25 structures with the same formula, charge and spin, eV: 0.0000
HOMO (alpha / beta), eV: -14.06 / -14.45
Max |F|, hartree/bohr: 0.018
Multiplicity: 2

```
62
Properties=species:S:1:pos:R:3:forces:R:3:mulliken_charge:R:1
Re -0.77683 -1.39461 0.32366 0.51 -0.36 -0.67 0.829
O 0.06142 -1.85511 2.05361 0.49 -0.03 0.06 -0.431
N 1.36456 -2.14449 2.03038 -0.51 0.01 -0.25 -0.497
N 1.81983 -2.24371 0.87049 0.06 0.06 0.41 1.171
O 1.03987 -2.07368 -0.20583 -0.32 0.10 0.13 -0.726
C 3.21370 -2.54296 0.64938 -0.07 0.04 -0.08 0.344
C 3.57419 -3.07304 -0.58018 0.13 0.02 0.11 -0.439
C 4.91364 -3.36726 -0.78480 -0.07 0.00 -0.03 -0.747
C 5.84312 -3.13003 0.21785 0.04 -0.01 -0.01 -0.454
C 5.44920 -2.59505 1.43819 -0.04 0.03 0.05 -0.744
C 4.11895 -2.28884 1.67157 0.08 -0.07 -0.14 -0.049
H 2.83662 -3.26163 -1.34517 -0.01 0.00 0.00 0.472
H 5.22661 -3.78763 -1.73036 0.01 0.00 0.01 0.406
H 6.88550 -3.36246 0.04751 0.00 0.00 0.00 0.422
H 6.18016 -2.40951 2.21284 0.00 0.00 -0.01 0.412
H 3.79778 -1.86636 2.61188 -0.01 0.01 0.01 0.521
N -2.31137 -2.78188 0.91186 0.08 0.24 0.05 -0.618
N -2.71809 -1.41844 1.10640 -0.69 0.05 0.40 -0.104
H -2.94019 -3.28524 0.29130 0.04 -0.06 0.00 0.296
H -2.19611 -3.27797 1.79476 -0.01 -0.02 -0.01 0.293
H -2.90615 -1.19695 2.08337 0.09 -0.12 0.06 0.318
H -3.54978 -1.18864 0.56551 -0.01 0.00 -0.07 0.161
C 2.09712 0.34154 -1.90304 -0.07 -0.01 0.10 -0.817
Si 1.32014 1.25862 -0.46965 -0.06 0.14 -0.08 0.534
C 1.08892 3.04295 -1.01749 0.08 -0.07 0.07 -1.122
C 2.23130 1.14750 1.17368 -0.05 0.01 -0.10 -1.201
Si -1.07753 0.90708 -0.02322 0.17 0.06 -0.05 -0.279
Si -2.08760 2.41993 1.53618 -0.07 -0.09 0.03 0.773
C -3.90445 1.97138 1.48624 -0.05 0.09 0.06 -1.031
C -1.83585 4.20621 1.08252 0.03 -0.06 -0.09 -1.164
C -1.25806 1.95509 3.14493 0.01 0.01 -0.03 -1.037
Si -2.15090 0.05890 -2.02861 -0.29 0.28 -0.09 0.222
C -4.00740 -0.21006 -1.87326 0.16 0.04 0.05 -1.170
C -1.80492 1.39354 -3.28703 0.17 -0.15 -0.12 -1.126
C -1.35280 -1.59359 -2.47590 0.33 0.05 0.35 -1.136
H 3.17699 0.51192 -1.85202 -0.01 0.03 -0.02 0.425
H 1.74409 0.77303 -2.84174 0.01 -0.02 0.00 0.370
H 1.94183 -0.73384 -1.92677 0.00 0.00 0.04 0.104
H 2.06757 3.48464 -1.22995 0.01 -0.04 0.01 0.431
H 0.61421 3.65027 -0.25005 0.00 0.06 0.03 0.230
H 0.49515 3.12132 -1.93077 0.00 -0.04 0.02 0.281
H 3.27961 0.87808 1.02586 0.00 0.00 -0.06 0.386
H 1.80147 0.44558 1.89011 -0.02 0.02 -0.05 0.370
H 2.21768 2.13373 1.64346 0.00 -0.01 0.02 0.466
H -4.35788 2.27537 0.54086 0.00 0.00 0.01 0.290
H -4.41282 2.52487 2.28135 -0.04 -0.02 -0.03 0.431
H -4.13320 0.91535 1.64591 0.04 0.00 0.02 0.283
H -2.12251 4.41375 0.05037 0.01 0.01 0.00 0.379
H -0.80097 4.51494 1.22337 0.03 0.02 -0.01 0.355
H -2.44882 4.84293 1.72488 -0.04 -0.07 0.05 0.410
H -1.26575 0.87987 3.33376 0.00 -0.03 0.00 0.283
H -1.74763 2.44174 3.99186 -0.03 0.04 -0.03 0.454
H -0.21551 2.28041 3.14087 0.00 -0.02 0.01 0.283
H -4.53039 0.67584 -1.50960 0.00 -0.07 0.08 0.359
H -4.28210 -1.07286 -1.26043 -0.09 0.01 0.07 0.394
H -4.41925 -0.43345 -2.86077 0.09 0.03 -0.07 0.415
H -2.22342 2.35147 -2.97528 0.00 -0.01 0.04 0.366
H -2.25708 1.13246 -4.24724 -0.03 -0.04 0.02 0.448
H -0.73342 1.52247 -3.45708 -0.04 0.03 0.03 0.275
H -1.46474 -2.37674 -1.69519 0.03 -0.05 -0.18 0.467
H -0.28742 -1.47793 -2.67303 0.01 -0.05 -0.12 0.253
H -1.82027 -2.02881 -3.36235 -0.12 0.03 0.03 0.509
```
Positions in Å, forces in eV/Å.

=====

# 3
Density functional theory data (ωB97M-V/def2-TZVPD) for one molecule with the formula C5H5FS2 in a non-equilibrium geometry.

Calculated values
HOMO-LUMO gap, eV: 8.067
Energy above the lowest of the compared OMol25 structures with the same formula, charge and spin, eV: 1.1587
HOMO, eV: -8.97
Max |F|, hartree/bohr: 0.034
SMILES: C=C(/C=C/F)C(=S)S

```
13
Properties=species:S:1:pos:R:3:forces:R:3:mulliken_charge:R:1
C 0.76483 1.27274 0.08787 0.63 1.40 -0.83 -0.859
C 0.02132 0.19974 -0.12732 -0.03 -0.65 0.45 0.781
C 0.22753 -1.04925 0.65762 -0.34 0.41 -0.38 -0.379
C 1.28260 -1.40387 1.34561 0.72 -0.19 0.48 -0.259
F 1.39243 -2.62187 1.93317 -0.43 0.42 -0.08 -0.242
C -1.17685 0.27623 -1.03582 -0.52 0.18 0.74 0.241
S -2.49342 -0.63169 -0.70439 0.22 0.13 -0.39 -0.292
S -1.20912 1.55152 -2.28405 0.73 -0.56 0.60 -0.186
H 0.50414 2.17845 -0.48960 0.49 -0.41 0.56 0.235
H 1.66164 1.30784 0.73192 -0.84 -0.07 -0.26 0.217
H -0.59555 -1.70222 0.76064 -0.80 -0.81 -0.48 0.321
H 2.13453 -0.80881 1.59776 0.56 0.22 -0.27 0.272
H -2.51406 1.43120 -2.47342 -0.38 -0.07 -0.13 0.152
```
Positions in Å, forces in eV/Å.

=====

What is the max |F| in the first record? 0.114 hartree/bohr

=====

Which value of energy above the lowest of the compared OMol25 structures with the same formula, charge and spin does entry 1 give? 5.5994 eV